Entry 1:
{"formula": "C8H6N2O", "method": "ωB97M-V/def2-TZVPD", "smiles": "O=c1ccc2c[nH]ccc-2n1", "e_above_lowest_kcal_mol": 36.7, "homo_lumo_gap_ev": 8.224, "mol_weight_g_mol": 146.15, "elements": ["C", "C", "C", "C", "C", "C", "C", "C", "H", "H", "H", "H", "H", "H", "N", "N", "O"], "coordinates": [[-0.785, 2.315, 0.858], [-0.913, 1.285, 1.879], [-0.533, 0.018, 1.732], [-0.124, -0.390, 0.454], [0.563, -1.580, 0.248], [0.680, -1.091, -2.040], [0.235, 0.134, -1.908], [-0.122, 0.644, -0.606], [-1.431, 1.821, 2.762], [-0.445, -0.685, 2.611], [0.645, -2.387, 0.941], [1.540, -2.802, -1.124], [1.044, -1.526, -2.982], [0.201, 0.811, -2.678], [0.931, -1.933, -0.965], [-0.498, 1.915, -0.403], [-0.989, 3.450, 1.224]], "forces_ev_per_a": [[-0.4, -0.9, 0.7], [-1.6, 1.3, 2.3], [-0.2, -0.6, 2.4], [2.1, -0.1, -1.2], [-1.7, 0.8, 0.6], [2.1, -2.7, -0.9], [-0.7, 1.0, 2.4], [-1.1, 0.4, 1.3], [1.3, -1.6, -0.9], [-0.5, 0.7, -1.1], [0.2, 0.1, 1.0], [-1.6, 1.9, 0.3], [-0.4, 0.5, 0.3], [-0.2, 1.2, -2.0], [1.5, -1.4, -2.4], [1.3, -1.7, -2.2], [0.1, 1.3, -0.5]], "nbo_charge": [0.577, -0.253, -0.194, -0.182, 0.087, 0.014, -0.259, 0.270, 0.240, 0.215, 0.212, 0.428, 0.215, 0.243, -0.503, -0.521, -0.588]}

Entry 2:
{"formula": "C31H29CeN10O2S", "method": "ωB97M-V/def2-TZVPD", "e_above_lowest_kcal_mol": 12.4, "homo_lumo_gap_ev": [5.088, 5.049], "charge": 3, "mol_weight_g_mol": 745.82, "elements": ["Ce", "C", "C", "C", "C", "C", "C", "N", "N", "C", "C", "C", "C", "C", "N", "H", "H", "H", "H", "H", "H", "H", "H", "H", "O", "C", "C", "C", "C", "N", "C", "C", "C", "C", "C", "C", "O", "C", "C", "N", "H", "H", "H", "H", "H", "H", "H", "H", "H", "H", "H", "H", "C", "N", "C", "C", "N", "C", "S", "H", "H", "H", "H", "H", "H", "H", "H", "N", "C", "C", "C", "N", "C", "N"], "coordinates": [[-0.464, 0.553, 0.694], [-4.440, -3.214, -1.571], [-4.284, -3.786, -0.313], [-3.491, -3.177, 0.634], [-2.825, -1.982, 0.320], [-2.992, -1.403, -0.952], [-3.806, -2.015, -1.882], [-2.072, -1.269, 1.242], [-2.257, -1.581, 2.462], [-1.639, -0.849, 3.447], [-2.248, -0.902, 4.707], [-1.725, -0.139, 5.735], [-0.578, 0.603, 5.487], [-0.016, 0.573, 4.216], [-0.532, -0.110, 3.193], [-5.075, -3.691, -2.300], [-4.798, -4.702, -0.071], [-3.375, -3.589, 1.623], [-2.546, -0.428, -1.160], [-3.969, -1.558, -2.846], [-3.128, -1.511, 4.841], [-2.193, -0.130, 6.706], [-0.123, 1.196, 6.266], [0.897, 1.128, 4.018], [3.258, -3.209, -4.547], [2.044, -2.634, -4.952], [1.397, -1.959, -3.783], [0.314, -1.093, -3.911], [-0.188, -0.476, -2.783], [0.301, -0.653, -1.547], [1.353, -1.489, -1.421], [1.914, -2.146, -2.508], [1.988, -1.604, -0.095], [2.800, -2.687, 0.208], [3.537, -2.689, 1.383], [4.423, -3.850, 1.709], [4.321, -4.819, 0.702], [3.449, -1.565, 2.202], [2.576, -0.553, 1.857], [1.824, -0.564, 0.750], [3.678, -3.639, -5.301], [1.355, -3.400, -5.342], [2.205, -1.892, -5.748], [-0.119, -0.877, -4.873], [-1.009, 0.225, -2.884], [2.788, -2.767, -2.407], [2.875, -3.540, -0.444], [4.119, -4.258, 2.686], [5.454, -3.481, 1.810], [4.962, -5.522, 0.855], [4.053, -1.493, 3.091], [2.504, 0.340, 2.467], [-2.025, 5.400, -1.701], [-0.732, 4.778, -1.667], [0.486, 5.574, -1.694], [1.602, 4.518, -1.673], [0.868, 3.305, -1.321], [-0.465, 3.509, -1.431], [-1.612, 2.277, -1.279], [-2.096, 6.034, -2.584], [-2.171, 6.012, -0.807], [-2.794, 4.631, -1.746], [0.510, 6.222, -0.813], [0.503, 6.198, -2.590], [2.369, 4.727, -0.926], [2.075, 4.414, -2.654], [1.279, 2.386, -1.449], [0.880, 2.362, 1.522], [0.013, 3.096, 1.806], [-1.221, 3.658, 2.042], [-1.563, 5.004, 1.875], [-1.812, 6.096, 1.633], [-2.080, 2.572, 1.984], [-2.514, 1.506, 1.799]], "forces_ev_per_a": [[0.6, -0.7, -1.1], [0.1, 0.2, 0.1], [0.0, 0.0, 0.0], [0.3, 0.3, 0.2], [-0.7, -0.4, -1.2], [0.2, 0.0, 0.6], [0.0, 0.0, -0.2], [0.3, -0.1, 2.3], [-0.5, -0.1, -2.0], [0.4, 0.4, 1.1], [0.3, -0.1, -0.7], [0.3, 0.2, -0.1], [-0.1, -0.2, -0.1], [0.4, 0.3, 0.2], [-0.6, -0.2, -0.5], [-0.1, 0.0, -0.1], [0.0, -0.1, 0.0], [0.0, -0.1, 0.0], [-0.1, -0.2, -0.1], [0.0, 0.0, -0.1], [0.0, -0.1, 0.0], [0.0, 0.0, 0.1], [0.1, 0.0, 0.0], [-0.1, 0.0, 0.0], [0.0, 0.0, 0.1], [-0.1, -0.1, -0.5], [0.1, 0.1, 0.1], [0.1, -0.1, 0.3], [-0.4, 0.2, -0.4], [0.1, 0.3, 0.7], [0.1, -0.2, -0.3], [-0.2, 0.2, 0.2], [0.2, -0.4, -0.1], [-0.2, 0.3, 0.1], [0.0, 0.0, -0.2], [0.3, -0.2, 0.3], [-0.1, 0.1, -0.1], [-0.2, 0.0, -0.2], [0.3, 0.2, 0.6], [-0.7, 0.1, -0.2], [0.0, 0.0, 0.1], [0.0, 0.2, 0.0], [-0.1, -0.1, 0.1], [-0.1, 0.0, -0.1], [0.1, -0.1, 0.0], [0.1, -0.1, 0.1], [0.0, 0.0, -0.1], [0.1, 0.1, -0.1], [-0.1, 0.0, 0.1], [0.0, 0.0, 0.0], [0.0, 0.1, 0.2], [-0.1, -0.1, 0.1], [-0.7, 0.3, 0.0], [0.2, -0.9, 0.2], [0.4, 0.4, 0.0], [0.4, 0.3, -0.1], [-0.3, -0.3, -0.1], [1.1, 0.8, -0.3], [-0.5, -1.0, 0.7], [0.0, 0.0, 0.0], [0.0, 0.0, -0.1], [0.0, 0.1, 0.0], [0.0, 0.0, -0.1], [0.0, 0.0, 0.1], [-0.1, 0.1, -0.1], [0.0, 0.0, 0.1], [-0.2, 0.3, -0.1], [0.2, -0.5, 0.2], [0.0, 0.4, 0.0], [0.2, -0.1, 0.3], [0.0, 0.5, -0.1], [-0.1, 0.4, 0.0], [-0.5, -0.2, -0.1], [0.0, -0.1, 0.2]], "mulliken_charge": [0.041, -0.505, -0.739, -0.481, 0.452, 0.581, -1.024, 1.018, -0.761, 0.341, -0.640, -0.513, -0.882, 0.029, 0.311, 0.459, 0.441, 0.495, 0.252, 0.472, 0.578, 0.468, 0.482, 0.374, -0.506, -0.553, -0.027, -1.351, -0.340, 0.507, 0.522, -0.561, 0.520, -0.817, 0.225, -0.604, -0.505, -1.225, -0.056, -0.039, 0.333, 0.363, 0.384, 0.520, 0.572, 0.755, 0.704, 0.351, 0.401, 0.333, 0.521, 0.552, -0.838, 0.071, -0.663, -0.578, 0.230, 0.629, -0.611, 0.318, 0.353, 0.283, 0.336, 0.426, 0.325, 0.352, 0.025, -0.355, 0.733, 0.064, -0.214, -0.419, 0.655, -0.349]}

Results for max |F|: 0.0692, 0.0461 (in Eh/bohr, following the order of the records).